1.
{
  "formula": "C41H57BrFN6O9P2",
  "method": "wB97M-V/def2-TZVPD",
  "gap_ev": 8.12,
  "total_energy_ha": -5958.0779,
  "lumo_ev": -3.193,
  "total_charge": 1,
  "species": ["Br", "P", "P", "F", "O", "O", "O", "O", "O", "O", "O", "O", "O", "N", "N", "N", "N", "N", "N", "C", "C", "C", "C", "C", "C", "C", "C", "C", "C", "C", "C", "C", "C", "C", "C", "C", "C", "C", "C", "C", "C", "C", "C", "C", "C", "C", "C", "C", "C", "C", "C", "C", "C", "C", "C", "C", "C", "C", "C", "C", "H", "H", "H", "H", "H", "H", "H", "H", "H", "H", "H", "H", "H", "H", "H", "H", "H", "H", "H", "H", "H", "H", "H", "H", "H", "H", "H", "H", "H", "H", "H", "H", "H", "H", "H", "H", "H", "H", "H", "H", "H", "H", "H", "H", "H", "H", "H", "H", "H", "H", "H", "H", "H", "H", "H", "H", "H"],
  "xyz": [[0.442, 3.253, -1.673], [-1.370, -1.123, -2.639], [-1.235, 0.501, 0.964], [0.356, -1.286, -0.430], [-6.706, -3.275, -6.286], [-7.229, -5.357, -6.134], [6.004, -1.291, 8.175], [1.724, -5.369, -0.993], [1.713, 3.504, 3.333], [6.601, -0.751, 6.179], [0.423, 3.288, 5.027], [-1.599, 2.452, -4.359], [0.033, 3.254, -5.496], [5.844, -0.700, 7.129], [0.811, 3.903, 4.056], [1.311, 0.833, -0.359], [-1.148, 3.020, -5.344], [-6.497, -4.414, -5.919], [-1.682, -0.838, -4.148], [0.338, -5.563, -1.210], [-1.586, 4.045, -7.528], [-4.429, -3.607, -4.861], [-2.987, -5.131, -3.689], [2.574, -0.462, 1.967], [-1.004, 7.591, 3.154], [-0.729, -0.177, 2.592], [3.995, -2.517, 2.230], [-2.472, 4.411, -8.525], [4.425, 0.807, 5.804], [2.410, 1.731, 6.740], [3.770, 0.247, 8.062], [-0.625, 0.348, -1.765], [-2.084, 3.430, -6.393], [0.595, 5.880, 2.617], [0.172, 5.180, 3.734], [2.648, 1.051, 7.929], [1.687, 1.732, 0.784], [-3.831, 4.162, -8.376], [3.299, 1.606, 5.680], [-0.003, 7.094, 2.328], [-0.006, 0.076, -0.361], [-3.433, 3.178, -6.221], [-2.882, -0.157, 0.502], [-5.265, -4.668, -5.151], [-4.987, -5.957, -4.735], [4.014, -0.991, 1.984], [-0.829, 5.653, 4.564], [-0.409, -1.677, 2.727], [1.394, 1.595, -1.670], [0.623, 0.669, -2.620], [2.101, -4.164, -0.362], [4.642, 0.141, 6.995], [-3.245, -1.556, 1.006], [-1.417, 6.870, 4.267], [4.169, -3.320, 0.917], [2.498, 1.077, 1.921], [-3.836, -6.186, -3.999], [3.142, -4.457, 0.735], [-3.283, -3.845, -4.122], [-4.310, 3.550, -7.225], [-5.368, 3.359, -7.112], [1.377, 5.490, 1.983], [-3.604, -7.188, -3.665], [1.958, 1.145, 8.756], [-1.475, 0.114, -4.432], [0.396, 1.219, -3.524], [-3.572, 0.542, 0.973], [3.512, 1.472, 1.879], [0.804, 2.240, 1.155], [2.148, -0.784, 2.914], [-1.578, 0.040, 3.243], [2.583, -4.567, 1.665], [5.123, 0.707, 4.986], [-2.634, -3.011, -3.895], [-4.256, -1.827, 0.712], [4.059, -2.618, 0.090], [-2.091, -5.314, -3.109], [2.431, 1.632, -1.987], [-1.437, 1.068, -1.798], [-4.662, -2.609, -5.202], [-1.463, 8.544, 2.929], [3.617, -5.413, 0.537], [-2.527, -2.311, 0.694], [4.499, -0.521, 2.839], [-2.103, 4.888, -9.422], [-0.528, 4.234, -7.635], [-3.235, -1.553, 2.095], [2.303, 2.517, 0.357], [-1.143, 5.087, 5.428], [2.576, -3.511, -1.103], [-2.549, -1.512, -1.978], [1.136, -0.273, -2.811], [4.733, -2.783, 2.982], [3.961, -0.287, 8.981], [1.245, -3.676, 0.107], [-5.656, -6.769, -4.980], [0.088, 0.437, 2.963], [3.116, 2.136, 4.756], [5.161, -3.762, 0.916], [0.204, -1.817, 3.618], [-1.304, -2.264, 2.897], [0.316, 7.658, 1.462], [-2.197, 7.259, 4.907], [2.010, 0.095, -0.497], [0.161, -2.080, 1.896], [-4.519, 4.445, -9.161], [-3.065, -0.064, -0.563], [1.539, 2.355, 6.644], [3.014, -2.770, 2.633], [-0.462, -2.192, -2.531], [-3.796, 2.697, -5.325], [1.999, -0.975, 1.195], [4.523, -0.759, 1.050], [2.075, 1.433, 2.847], [-0.265, -4.726, -0.855], [0.152, -5.670, -2.282], [0.036, -6.494, -0.732]],
  "lowdin_charge": [0.908, 0.761, 1.072, -0.064, 0.077, 0.085, 0.089, -0.172, 0.036, 0.073, 0.079, 0.007, 0.078, -0.353, -0.304, -0.038, -0.330, -0.353, -0.253, -0.101, 0.003, 0.004, -0.066, -0.201, -0.054, -0.364, -0.176, -0.054, -0.007, -0.063, 0.002, -0.404, -0.148, -0.002, -0.145, -0.053, -0.161, -0.055, -0.062, -0.056, -0.509, 0.002, -0.398, -0.143, 0.001, -0.186, 0.006, -0.136, -0.590, -0.225, -0.240, -0.147, -0.140, -0.051, -0.177, -0.148, -0.061, -0.154, -0.076, -0.054, 0.113, 0.116, 0.110, 0.111, -0.050, 0.082, 0.078, 0.121, 0.074, 0.098, 0.087, 0.105, 0.110, 0.029, 0.081, 0.088, 0.084, 0.134, 0.091, 0.120, 0.114, 0.115, 0.066, 0.101, 0.113, 0.121, 0.062, 0.108, 0.122, 0.114, 0.011, 0.125, 0.113, 0.122, 0.092, 0.121, 0.052, 0.077, 0.112, 0.077, 0.061, 0.112, 0.115, 0.180, 0.042, 0.113, 0.041, 0.078, 0.093, 0.023, 0.119, 0.085, 0.111, 0.062, 0.070, 0.076, 0.090]
}

---

2.
{
  "formula": "H15N5",
  "method": "wB97M-V/def2-TZVPD",
  "spin_multiplicity": 2,
  "gap_ev": [2.55, 8.98],
  "total_energy_ha": -282.6912,
  "s2": 0.751,
  "lumo_ev": [3.529, 3.349],
  "total_charge": -1,
  "species": ["N", "N", "N", "N", "N", "H", "H", "H", "H", "H", "H", "H", "H", "H", "H", "H", "H", "H", "H", "H"],
  "xyz": [[1.808, 0.408, 1.507], [2.173, 2.614, -1.241], [-1.377, -4.042, 1.797], [-1.628, 2.768, -1.903], [-0.531, -1.387, 0.202], [-2.073, -4.462, 2.347], [1.029, 1.071, 1.469], [-0.157, -1.453, -0.702], [1.459, 3.386, -1.324], [2.329, 2.242, -2.188], [-1.133, -3.312, 2.352], [-0.695, -4.686, 1.621], [-1.688, 3.036, -2.840], [-0.755, 2.250, -1.685], [1.458, -0.475, 1.643], [-1.036, -2.188, 0.471], [2.390, 0.682, 0.759], [-0.932, -0.484, 0.200], [1.820, 1.900, -0.690], [-2.459, 2.132, -1.796]],
  "nbo_charge": [-1.159, -1.202, -1.088, -1.320, -1.299, 0.339, 0.337, 0.320, 0.354, 0.319, 0.357, 0.351, 0.328, 0.290, 0.379, 0.367, 0.357, 0.325, 0.327, 0.317]
}

---

3.
{
  "formula": "C39H44CrN7PSSb",
  "method": "wB97M-V/def2-TZVPD",
  "spin_multiplicity": 4,
  "gap_ev": [6.76, 6.73],
  "total_energy_ha": -3919.6469,
  "s2": 3.867,
  "lumo_ev": [-5.617, -5.657],
  "total_charge": 2,
  "species": ["Sb", "Cr", "S", "P", "N", "N", "N", "N", "N", "N", "N", "C", "C", "C", "C", "C", "C", "C", "C", "C", "C", "C", "C", "C", "C", "C", "C", "C", "C", "C", "C", "C", "C", "C", "C", "C", "C", "C", "C", "C", "C", "C", "C", "C", "C", "C", "C", "C", "C", "C", "H", "H", "H", "H", "H", "H", "H", "H", "H", "H", "H", "H", "H", "H", "H", "H", "H", "H", "H", "H", "H", "H", "H", "H", "H", "H", "H", "H", "H", "H", "H", "H", "H", "H", "H", "H", "H", "H", "H", "H", "H", "H", "H", "H"],
  "xyz": [[-0.406, 2.738, -0.474], [-0.179, -0.020, 0.000], [-0.276, -0.132, -2.486], [-0.133, -0.372, 2.453], [-0.661, -7.204, -0.606], [1.454, -6.930, 0.048], [-2.861, 0.157, -1.664], [0.084, -2.077, -0.147], [-2.510, 0.108, -0.313], [-2.673, 0.151, -3.760], [-4.015, 0.289, -3.518], [-1.188, 1.579, 6.516], [-2.324, 3.645, -0.141], [-5.377, 0.413, -1.448], [1.658, -0.567, 2.614], [1.253, -2.733, -0.019], [-4.127, 0.299, -2.234], [-0.145, -3.169, 2.680], [-0.739, -4.423, 2.717], [-2.121, -4.526, 2.716], [1.370, -4.098, -0.122], [-0.920, -2.012, 2.651], [0.072, 2.741, 3.151], [2.239, -0.986, 3.815], [-2.900, -3.377, 2.705], [-2.322, -2.112, 2.687], [4.406, -0.813, 2.810], [-0.160, -8.471, -0.409], [-0.605, 0.458, 4.025], [-0.967, -4.199, -0.542], [2.447, -0.236, 1.511], [-0.432, 1.832, 4.230], [-1.937, 0.062, -2.657], [-0.266, 3.295, -2.526], [0.358, -6.327, -0.327], [-1.054, -0.338, 5.084], [3.832, -0.379, 1.628], [-0.993, -2.830, -0.434], [-0.734, 2.373, 5.476], [-0.729, -9.739, -0.532], [3.610, -1.112, 3.912], [0.083, -10.804, -0.218], [-1.340, 0.216, 6.321], [1.853, 0.301, 0.227], [-3.222, -0.907, 2.834], [1.974, -9.375, 0.319], [0.239, -4.877, -0.350], [0.913, 4.280, 0.168], [1.418, -10.625, 0.202], [1.166, -8.275, 0.007], [-5.526, -0.469, -0.822], [-1.571, -6.985, -0.968], [1.930, 4.005, -0.109], [-2.594, -5.499, 2.745], [2.012, -11.499, 0.434], [-1.752, -9.880, -0.856], [-2.783, 0.003, 2.422], [-1.930, -2.310, -0.577], [-0.513, 4.354, -2.591], [-0.121, -5.311, 2.743], [-3.980, -3.466, 2.740], [0.629, 5.184, -0.368], [4.464, -0.135, 0.781], [-2.199, 4.727, -0.179], [5.482, -0.908, 2.880], [-0.598, 3.436, 5.632], [0.864, 4.456, 1.235], [0.752, 3.139, -2.878], [2.998, -9.230, 0.637], [-1.171, -1.404, 4.953], [-3.395, -0.694, 3.891], [-3.002, 3.352, -0.945], [2.331, -4.578, 0.002], [-2.339, 0.103, -4.711], [-3.016, -0.649, 0.143], [-1.410, 2.023, 7.478], [2.066, 1.372, 0.172], [-6.216, 0.495, -2.135], [-2.757, 3.385, 0.826], [-1.676, -0.419, 7.130], [0.504, 3.642, 3.585], [-5.365, 1.297, -0.807], [2.359, -0.141, -0.638], [-0.755, 3.053, 2.506], [-4.201, -1.084, 2.381], [1.611, -1.209, 4.670], [-0.311, -11.808, -0.293], [0.935, -3.094, 2.671], [-1.889, -4.720, -0.761], [2.124, -2.139, 0.197], [4.062, -1.436, 4.841], [-0.945, 2.722, -3.152], [-2.791, 0.979, 0.133], [0.840, 2.263, 2.539]],
  "lowdin_charge": [1.334, 0.230, 0.771, 1.104, 0.174, 0.194, -0.067, -0.077, 0.071, 0.071, 0.167, -0.043, -0.292, 0.022, -0.326, -0.087, -0.301, -0.081, -0.056, -0.052, 0.038, -0.333, -0.067, -0.062, -0.033, -0.290, -0.039, -0.183, -0.294, 0.021, -0.327, -0.260, -0.714, -0.295, -0.293, -0.099, -0.029, -0.132, -0.024, -0.013, -0.048, -0.067, -0.052, -0.262, -0.053, -0.002, -0.112, -0.261, -0.069, -0.216, 0.093, 0.156, 0.025, 0.117, 0.110, 0.113, 0.046, 0.100, 0.027, 0.122, 0.121, 0.027, 0.125, 0.026, 0.118, 0.122, -0.001, 0.026, 0.118, 0.109, 0.097, 0.006, 0.132, 0.178, 0.101, 0.119, 0.034, 0.104, 0.006, 0.117, 0.095, 0.092, 0.070, 0.060, 0.087, 0.116, 0.112, 0.109, 0.124, 0.106, 0.117, -0.011, 0.081, 0.062]
}

---

4.
{
  "formula": "C6H12NO",
  "method": "wB97M-V/def2-TZVPD",
  "gap_ev": 3.64,
  "total_energy_ha": -365.3942,
  "lumo_ev": -8.440,
  "total_charge": 1,
  "species": ["O", "N", "C", "C", "C", "C", "C", "C", "H", "H", "H", "H", "H", "H", "H", "H", "H", "H", "H", "H"],
  "xyz": [[-2.257, 0.302, -0.297], [-4.999, -1.780, 0.039], [4.054, -0.401, -0.574], [-1.662, 1.346, -0.296], [-0.256, 1.407, 0.078], [2.872, 0.011, 0.274], [0.399, 0.311, 0.757], [1.572, -0.127, -0.065], [-0.319, -0.527, 0.829], [-2.167, 2.286, -0.544], [0.558, 0.534, 1.819], [0.194, 2.397, 0.129], [-4.351, -1.083, 0.404], [-5.881, -1.723, 0.506], [4.894, 0.254, -0.360], [1.281, -0.398, -1.074], [3.760, -0.381, -1.618], [3.093, 0.559, 1.186], [-5.128, -1.589, -0.953], [4.344, -1.398, -0.242]],
  "nbo_charge": [-0.326, -1.073, -0.664, 0.270, 0.295, 0.011, -0.587, -0.215, 0.281, 0.186, 0.323, 0.232, 0.348, 0.366, 0.252, 0.227, 0.238, 0.212, 0.360, 0.264]
}

---

5.
{
  "formula": "CHN4O",
  "method": "wB97M-V/def2-TZVPD",
  "gap_ev": 6.52,
  "total_energy_ha": -332.8152,
  "lumo_ev": 4.442,
  "total_charge": -1,
  "species": ["O", "N", "N", "N", "N", "C", "H"],
  "xyz": [[1.412, -1.701, -2.505], [1.012, 0.571, -2.691], [0.648, 1.681, -2.429], [1.046, -0.523, -2.145], [-0.093, 1.376, -0.441], [0.082, 0.235, -0.147], [0.045, -0.764, 0.272]],
  "nbo_charge": [-0.672, 0.051, -0.251, 0.019, -0.391, 0.017, 0.227]
}

---

6.
{
  "formula": "C8H9P",
  "method": "wB97M-V/def2-TZVPD",
  "gap_ev": [6.87, 8.10],
  "total_energy_ha": -651.3352,
  "lumo_ev": [-0.622, -0.771],
  "total_charge": 0,
  "species": ["P", "C", "C", "C", "C", "C", "C", "C", "C", "H", "H", "H", "H", "H", "H", "H", "H", "H"],
  "xyz": [[-2.195, -1.614, 0.509], [1.300, -0.052, 1.188], [-1.513, 0.030, 0.551], [2.230, -1.326, -1.074], [3.164, -0.882, -0.110], [-1.829, 0.958, -0.595], [0.854, -1.257, -0.921], [0.533, -0.516, 0.172], [2.700, -0.258, 1.039], [-1.510, 0.677, -1.503], [1.087, 0.491, 2.071], [3.506, 0.031, 1.619], [-2.480, -1.750, -0.820], [0.107, -1.643, -1.736], [-1.368, 1.878, -0.256], [-2.850, 0.986, -0.573], [-1.376, 0.357, 1.473], [4.292, -0.959, -0.211]],
  "nbo_charge": [0.344, -0.309, -0.426, 0.180, -0.337, -0.633, -0.405, 0.098, -0.178, 0.215, 0.230, 0.212, -0.081, 0.243, 0.211, 0.215, 0.190, 0.230]
}

---

7.
{
  "formula": "C3HF3",
  "method": "wB97M-V/def2-TZVPD",
  "gap_ev": [8.26, 7.57],
  "total_energy_ha": -414.2195,
  "lumo_ev": [-1.069, -1.445],
  "total_charge": 0,
  "species": ["F", "F", "F", "C", "C", "C", "H"],
  "xyz": [[1.405, -0.313, 0.506], [2.961, 1.927, 0.247], [-1.134, -0.637, 1.522], [-0.356, 0.406, 1.801], [3.276, 1.188, 1.259], [0.964, 0.488, 1.415], [-0.785, 0.940, 2.633]],
  "nbo_charge": [-0.336, -0.322, -0.329, 0.036, 0.548, 0.229, 0.175]
}

---

8.
{
  "formula": "C14H15BiN5",
  "method": "wB97M-V/def2-TZVPD",
  "gap_ev": 6.71,
  "total_energy_ha": -1030.5192,
  "lumo_ev": -4.836,
  "total_charge": 1,
  "species": ["Bi", "N", "N", "N", "N", "N", "C", "C", "C", "C", "C", "C", "C", "C", "C", "C", "C", "C", "C", "C", "H", "H", "H", "H", "H", "H", "H", "H", "H", "H", "H", "H", "H", "H", "H"],
  "xyz": [[11.612, 9.317, 5.354], [13.590, 10.763, 4.368], [15.394, 6.998, 4.883], [16.473, 5.529, 3.173], [13.019, 7.344, 5.204], [11.142, 11.698, 4.535], [7.175, 7.895, 4.430], [12.129, 12.686, 4.881], [8.834, 4.572, 4.238], [8.202, 6.973, 4.345], [8.861, 9.622, 3.961], [10.198, 4.930, 3.950], [9.937, 8.737, 3.871], [7.520, 9.198, 4.087], [13.441, 12.031, 5.119], [15.869, 6.138, 3.965], [7.904, 5.571, 4.432], [10.565, 6.269, 3.831], [14.167, 7.163, 4.993], [9.645, 7.316, 4.026], [13.459, 10.878, 3.345], [6.152, 7.539, 4.607], [14.254, 12.678, 4.905], [6.785, 9.875, 3.726], [10.214, 11.961, 4.851], [9.053, 10.631, 3.525], [8.524, 3.525, 4.211], [11.049, 11.587, 3.545], [14.541, 10.431, 4.338], [12.323, 13.420, 4.107], [11.595, 6.559, 3.566], [10.896, 4.227, 3.518], [13.475, 11.789, 6.233], [6.858, 5.334, 4.368], [11.865, 13.152, 5.802]],
  "nbo_charge": [1.638, -0.841, -0.605, -0.356, -0.776, -0.850, -0.124, -0.252, -0.179, -0.054, -0.287, -0.164, -0.364, -0.215, -0.234, 0.393, -0.179, -0.206, 0.635, -0.093, 0.393, 0.243, 0.228, 0.231, 0.415, 0.204, 0.238, 0.398, 0.420, 0.212, 0.240, 0.236, 0.203, 0.220, 0.230]
}